(1)
40
Properties=species:S:1:pos:R:3:forces:R:3 method="wB97M-V/def2-TZVPD" e_tot_ha=-916.77194 de_lowest_kj_mol=0.0 orbital_gap_ev=11.18 total_charge=+1 lumo_ev=-2.527 homo_ev=-13.71
O -2.87468 0.08395 -0.35110 0.48 0.24 0.06
C -2.25197 -0.45396 0.57092 -2.00 -0.66 -0.87
N -2.89630 -0.82999 1.68713 -0.32 0.45 -0.44
C -0.84654 -0.91118 0.32374 1.31 0.05 2.41
N -0.35974 -0.38587 -0.99586 -0.40 -0.41 0.29
C -0.01875 -1.56782 -1.87660 -0.56 -0.26 -1.43
C -0.56568 -2.80715 -1.17728 -0.41 -0.66 0.74
C -0.65601 -2.44958 0.33508 -0.48 -0.25 -1.29
H -2.40459 -1.02613 2.53289 0.46 -0.23 0.46
H -3.88918 -0.59359 1.73465 0.64 -0.01 -0.05
H -0.28329 -0.49427 1.20306 -0.05 -0.17 -1.15
H -1.20750 0.09932 -1.40696 0.95 -0.01 0.15
H 0.44257 0.25763 -0.90520 -0.61 -0.30 -0.35
H -0.48108 -1.32875 -2.84606 -0.08 -0.36 0.34
H 1.03881 -1.66194 -2.13863 -0.04 0.41 0.83
H 0.08216 -3.67141 -1.25492 0.43 0.06 -0.34
H -1.54499 -3.23052 -1.46910 0.33 0.96 -0.46
H -1.55076 -3.02494 0.68216 1.05 0.77 0.50
H 0.29980 -2.74105 0.79716 -0.63 0.20 0.28
H 1.69989 2.52713 -1.72237 0.10 -0.14 -0.36
H 0.79969 3.72097 -1.53517 0.02 -0.10 0.35
O 1.41906 3.15739 -1.04758 -0.26 0.02 -0.09
H 0.83337 1.43905 2.80466 -0.53 -0.49 0.31
H 0.96529 2.42306 3.85746 -0.25 0.20 0.83
O 0.53925 1.56994 3.73013 0.53 0.29 -0.72
H -2.36056 2.49425 -2.50657 -0.29 -0.16 0.34
H -2.21580 1.64296 -1.15545 -0.75 0.41 -0.41
O -1.76939 1.98755 -1.94350 0.93 -0.04 -0.04
H 1.15017 1.91326 0.37380 0.03 1.11 0.02
H 2.22836 2.24114 1.45107 -0.13 0.23 -0.33
O 1.54979 1.60183 1.20066 0.14 -0.68 0.04
H 4.02342 -0.06704 -0.13611 -0.30 0.27 0.26
H 2.60668 0.66901 0.11373 0.79 -0.32 0.44
O 3.13044 0.08433 -0.46491 -0.29 -0.23 -0.80
H 2.59443 0.60608 -2.41943 0.24 -0.20 0.25
H 1.82118 0.68795 -3.74478 -0.02 0.10 -0.29
O 1.75681 0.88363 -2.80939 -0.11 0.05 0.26
H -0.29107 -0.26400 3.91610 0.28 0.38 0.26
H 0.00430 -1.69181 3.36880 -0.13 0.32 0.22
O -0.51759 -0.88946 3.22376 -0.05 -0.82 -0.20


(2)
41
Properties=species:S:1:pos:R:3:forces:R:3 method="wB97M-V/def2-TZVPD" e_tot_ha=-1012.64465 de_lowest_kj_mol=206.3 smiles="CCN(C=O)CC=O.O.O.O.O.O.O.O.O" orbital_gap_ev=10.07 lumo_ev=0.261 homo_ev=-9.81
C -1.96095 0.48503 -3.13870 -0.12 -0.62 0.49
C -0.84108 1.42328 -2.68833 0.15 1.05 -0.90
N 0.22174 0.75224 -1.93518 -1.08 0.84 0.12
C 0.11342 0.71994 -0.59437 1.36 -2.81 0.08
O 0.92603 -0.00228 0.02441 0.15 0.73 0.41
C 1.27598 -0.01573 -2.60973 -1.07 0.69 -0.88
C 0.91470 -1.50278 -2.82305 0.46 0.90 1.17
O 1.70681 -2.38608 -2.68372 0.02 -0.21 -0.33
H -1.77842 0.28263 -4.19369 -0.29 -0.37 0.01
H -1.84481 -0.44018 -2.55533 -0.23 0.13 -0.34
H -3.01220 0.77051 -3.00609 0.51 0.49 0.08
H -0.47241 1.87025 -3.62352 0.72 -0.35 0.27
H -1.07636 2.35228 -2.17063 -0.70 -0.46 0.53
H -0.72596 1.07177 0.00944 -0.11 0.91 -0.79
H 2.22352 0.18252 -2.10819 0.02 -0.45 -0.25
H 1.24058 0.41547 -3.63630 0.58 -0.23 0.48
H -0.15074 -1.66054 -3.04898 -0.06 -0.24 -0.22
O -3.19029 2.06477 -0.32651 1.30 0.07 1.01
H -2.46636 2.70884 -0.22749 -0.59 0.32 -0.63
H -2.86180 1.52108 0.43887 -0.90 -0.31 -0.59
O 0.85566 2.36675 1.86456 -1.43 0.81 0.28
H 1.13305 1.51699 1.51941 0.82 -0.04 -0.15
H 1.50046 3.05772 2.00518 0.65 -0.53 -0.32
O 3.82576 -0.06500 1.26944 -0.47 -0.16 0.09
H 3.00251 0.33631 0.96168 0.08 0.16 -0.27
H 3.46212 -0.83816 1.71825 0.27 -0.05 0.16
O -0.35500 -3.06895 1.47515 0.24 0.14 -0.16
H -0.31882 -3.96152 1.83192 -0.03 0.10 0.00
H 0.55426 -2.86360 1.16828 -0.24 -0.38 0.08
O -1.90973 0.90253 1.74965 0.15 -0.03 1.07
H -2.24974 1.43276 2.48425 -0.11 0.22 -0.35
H -1.77492 0.01524 2.23318 -0.59 0.09 -0.81
O 2.06094 -2.71824 0.38644 0.14 0.28 0.01
H 1.97696 -1.81742 0.03205 0.07 -0.07 -0.05
H 2.99713 -2.88104 0.52908 0.01 0.03 -0.12
O 0.25619 0.33691 3.52572 -0.08 -0.70 0.46
H -0.16645 1.11281 3.13934 0.45 0.27 -0.05
H 0.95414 0.61886 4.12031 -0.05 0.30 -0.06
O -1.77234 -1.36370 2.94920 0.86 0.25 0.04
H -1.10708 -1.75713 2.32656 -0.66 -0.56 0.31
H -1.16653 -0.97512 3.60744 -0.21 -0.22 0.08


(3)
40
Properties=species:S:1:pos:R:3:forces:R:3 method="wB97M-V/def2-TZVPD" e_tot_ha=-842.19423 de_lowest_kj_mol=333.1 smiles=CNCCNCCO.O.O.O.O.O.O orbital_gap_ev=8.63 lumo_ev=0.195 homo_ev=-8.43
C -1.73024 3.28837 -1.20162 -1.05 -0.51 -0.55
N -1.56274 1.90781 -0.66277 1.24 -0.27 -0.59
C -0.27489 1.65057 0.12283 -1.73 -1.63 -1.35
C 0.42408 0.19403 -0.11279 0.15 0.98 0.02
N 1.77932 0.18466 0.50871 -1.59 -1.54 1.14
C 2.31057 -1.22487 0.66194 0.56 0.31 -0.83
C 2.92180 -1.65383 -0.71040 0.88 -2.39 1.39
O 3.67127 -0.69712 -1.35393 -1.36 1.90 -3.21
H -1.13556 3.99475 -0.63287 -0.09 0.38 0.27
H -1.34414 3.34445 -2.25571 -0.49 -0.05 0.82
H -2.85444 3.62543 -1.19630 2.18 -0.75 0.02
H -2.37289 1.61852 -0.14971 -0.22 -0.20 0.40
H -0.49137 1.87242 1.14261 0.19 -0.32 1.03
H 0.36781 2.42578 -0.19381 1.25 0.55 -0.49
H 0.55240 0.07939 -1.21939 -0.33 0.00 1.06
H -0.12368 -0.71327 0.30340 0.21 1.48 -0.48
H 2.41093 0.65209 -0.11147 0.53 0.26 -0.30
H 1.49730 -1.98613 0.96906 1.37 1.44 -0.33
H 3.16126 -1.20871 1.40495 -1.16 -0.02 -0.49
H 3.73638 -2.41792 -0.55507 -1.46 -0.37 0.42
H 2.13686 -2.03660 -1.37297 0.17 -0.14 0.27
H 3.15938 -0.65932 -2.28228 1.40 0.44 2.37
O -3.67731 0.57174 1.27822 -0.46 -1.29 0.08
H -4.56658 0.93330 1.24478 -0.06 0.07 0.03
H -3.79505 -0.43310 1.28472 0.65 1.89 -0.28
O -3.07226 -1.99477 0.98740 -0.56 -1.61 2.00
H -2.21859 -2.37889 0.71369 -0.56 0.22 0.42
H -3.35048 -2.44222 1.86684 1.08 0.88 -2.29
O 0.97832 -1.34718 3.27868 -1.41 -2.11 2.47
H 1.18686 -0.70933 2.66385 1.05 2.42 -2.35
H 0.06695 -1.10706 3.50997 0.24 -0.19 -0.01
O -1.31280 0.57909 3.30868 2.05 1.09 1.88
H -0.61105 1.06531 3.86252 -1.41 -1.37 -0.92
H -1.54012 1.29545 2.72616 -0.74 0.16 -0.78
O -0.66058 -0.20012 -3.03322 -0.28 -0.44 -1.23
H -0.98480 0.20412 -2.23922 -0.64 0.86 1.06
H -1.15444 0.18338 -3.77115 0.19 -0.09 0.21
O 1.83175 -0.90638 -3.20813 -2.49 1.03 -1.80
H 1.99405 -0.85306 -4.19387 -0.37 -0.06 1.74
H 0.78198 -0.56376 -3.06179 3.09 -1.00 -0.84


(4)
41
Properties=species:S:1:pos:R:3:forces:R:3 method="wB97M-V/def2-TZVPD" e_tot_ha=-917.46913 de_lowest_kj_mol=330.2 smiles="CNC[C@@H](N)CC=O.O.O.O.O.O.O.O" orbital_gap_ev=9.10 lumo_ev=0.153 homo_ev=-8.95
C -1.32151 -1.23435 -2.46549 0.21 -0.39 -0.60
N -1.88291 -1.63383 -1.17990 0.80 0.62 0.03
C -2.22014 -0.40941 -0.46539 0.92 0.60 1.16
C -1.00088 0.21379 0.35389 -1.74 0.65 -0.70
N -0.79110 1.57951 -0.17366 -0.25 -0.97 -0.23
C -1.42991 0.10212 1.83120 1.39 0.07 -1.08
C -0.46401 0.67634 2.85007 -0.08 -0.81 -0.41
O -0.42893 0.19558 3.95830 0.22 0.38 0.21
H -2.01958 -0.60353 -3.02598 0.21 0.17 -0.08
H -0.36761 -0.71651 -2.31870 -0.24 0.41 0.33
H -0.99187 -2.03640 -3.13134 -0.51 -0.46 0.28
H -2.69154 -2.21955 -1.24966 -0.27 -0.31 -0.36
H -3.02743 -0.55004 0.25322 -0.10 -0.49 -0.22
H -2.50033 0.44206 -1.09251 -0.25 -0.38 -0.44
H -0.10008 -0.36795 0.17158 0.04 -0.19 0.17
H -0.82020 2.26587 0.55672 0.53 0.23 0.06
H 0.11491 1.54947 -0.61810 0.33 0.78 0.52
H -1.42156 -0.98848 1.89000 -0.53 0.23 0.85
H -2.41741 0.54050 1.98009 -0.12 -0.13 0.03
H 0.21068 1.48486 2.49824 -0.30 -0.36 0.47
O -2.36887 -2.94583 2.49479 -1.85 -0.79 -0.98
H -1.57677 -3.41743 2.24847 0.62 0.66 0.75
H -2.37931 -2.21532 3.10568 1.18 -0.09 0.34
O 2.51045 1.71486 0.22549 -0.45 0.78 0.19
H 2.84108 1.61061 -0.67781 0.35 -0.69 0.65
H 2.77244 0.97870 0.78758 0.29 -0.37 -0.50
O 0.77151 3.21049 1.76954 0.49 1.77 0.37
H 1.69636 3.32343 2.03466 0.12 -0.84 -0.24
H 0.56974 4.15634 1.69626 -0.60 -0.22 -0.11
O 0.91403 1.99467 -3.15123 -1.26 0.13 0.52
H 0.27156 1.36005 -2.80582 0.19 -0.78 -0.25
H 0.37118 2.75237 -2.88053 0.74 0.63 -0.28
O 3.18698 0.65313 -2.22935 -0.74 -0.45 -0.79
H 2.39778 1.12925 -2.54845 0.30 0.65 0.06
H 2.99320 -0.19071 -2.65956 0.65 -0.19 0.27
O 2.87072 -1.27200 1.18835 0.98 1.01 0.26
H 2.21016 -1.48115 0.53044 -0.52 -0.51 0.37
H 2.91487 -1.96186 1.85269 -0.35 -0.16 -0.21
O 0.95545 -2.67410 -0.18411 -0.04 -0.07 0.08
H 0.06408 -2.49871 -0.52766 -0.18 0.11 -0.12
H 1.58474 -2.51685 -0.89197 -0.18 -0.24 -0.37


Please write out number 1 again, unchanged.
40
Properties=species:S:1:pos:R:3:forces:R:3 method="wB97M-V/def2-TZVPD" e_tot_ha=-916.77194 de_lowest_kj_mol=0.0 orbital_gap_ev=11.18 total_charge=+1 lumo_ev=-2.527 homo_ev=-13.71
O -2.87468 0.08395 -0.35110 0.48 0.24 0.06
C -2.25197 -0.45396 0.57092 -2.00 -0.66 -0.87
N -2.89630 -0.82999 1.68713 -0.32 0.45 -0.44
C -0.84654 -0.91118 0.32374 1.31 0.05 2.41
N -0.35974 -0.38587 -0.99586 -0.40 -0.41 0.29
C -0.01875 -1.56782 -1.87660 -0.56 -0.26 -1.43
C -0.56568 -2.80715 -1.17728 -0.41 -0.66 0.74
C -0.65601 -2.44958 0.33508 -0.48 -0.25 -1.29
H -2.40459 -1.02613 2.53289 0.46 -0.23 0.46
H -3.88918 -0.59359 1.73465 0.64 -0.01 -0.05
H -0.28329 -0.49427 1.20306 -0.05 -0.17 -1.15
H -1.20750 0.09932 -1.40696 0.95 -0.01 0.15
H 0.44257 0.25763 -0.90520 -0.61 -0.30 -0.35
H -0.48108 -1.32875 -2.84606 -0.08 -0.36 0.34
H 1.03881 -1.66194 -2.13863 -0.04 0.41 0.83
H 0.08216 -3.67141 -1.25492 0.43 0.06 -0.34
H -1.54499 -3.23052 -1.46910 0.33 0.96 -0.46
H -1.55076 -3.02494 0.68216 1.05 0.77 0.50
H 0.29980 -2.74105 0.79716 -0.63 0.20 0.28
H 1.69989 2.52713 -1.72237 0.10 -0.14 -0.36
H 0.79969 3.72097 -1.53517 0.02 -0.10 0.35
O 1.41906 3.15739 -1.04758 -0.26 0.02 -0.09
H 0.83337 1.43905 2.80466 -0.53 -0.49 0.31
H 0.96529 2.42306 3.85746 -0.25 0.20 0.83
O 0.53925 1.56994 3.73013 0.53 0.29 -0.72
H -2.36056 2.49425 -2.50657 -0.29 -0.16 0.34
H -2.21580 1.64296 -1.15545 -0.75 0.41 -0.41
O -1.76939 1.98755 -1.94350 0.93 -0.04 -0.04
H 1.15017 1.91326 0.37380 0.03 1.11 0.02
H 2.22836 2.24114 1.45107 -0.13 0.23 -0.33
O 1.54979 1.60183 1.20066 0.14 -0.68 0.04
H 4.02342 -0.06704 -0.13611 -0.30 0.27 0.26
H 2.60668 0.66901 0.11373 0.79 -0.32 0.44
O 3.13044 0.08433 -0.46491 -0.29 -0.23 -0.80
H 2.59443 0.60608 -2.41943 0.24 -0.20 0.25
H 1.82118 0.68795 -3.74478 -0.02 0.10 -0.29
O 1.75681 0.88363 -2.80939 -0.11 0.05 0.26
H -0.29107 -0.26400 3.91610 0.28 0.38 0.26
H 0.00430 -1.69181 3.36880 -0.13 0.32 0.22
O -0.51759 -0.88946 3.22376 -0.05 -0.82 -0.20